# 1
A molecular structure, C20H22ClCrN3O6S2Se at a distorted geometry, computed with ωB97M-V/def2-TZVPD.

Calculated values
- Orbital gap (spin up / spin down): 6.850 / 6.868 eV
- Strongest force on any atom: 3.58 eV/A
- Energy relative to the best compared isomer or geometry (same formula, charge and spin): 2.540 eV
- E: -165814.24213 eV
- HOMO level (spin up / spin down): -4.61 / -4.63 eV
- LUMO energy (spin up / spin down): 2.24 / 2.24 eV

Structure (ORCA input):
```
! wB97M-V def2-TZVPD RIJCOSX def2/J DEFGRID3
* xyz -1 4
Cr 0.19 0.96 -0.76
S -2.16 0.15 -4.09
C -0.62 0.68 -3.75
N -0.27 1.58 -2.81
C 0.67 2.49 -3.47
C 0.86 3.88 -3.11
C 1.65 4.62 -3.94
C 2.21 4.12 -5.08
C 2.09 2.76 -5.38
C 1.29 1.95 -4.59
S 0.81 0.25 -4.81
H 0.40 4.26 -2.22
H 1.75 5.69 -3.81
H 2.65 4.81 -5.85
H 2.42 2.37 -6.35
O 2.52 2.41 1.37
Se 2.27 2.58 -0.29
O 3.09 3.57 -1.29
O 2.10 1.03 -1.00
O 0.55 2.87 -0.36
Cl -4.95 -5.67 -1.49
C -4.06 -4.21 -1.41
C -3.57 -3.58 -2.54
C -2.65 -2.54 -2.45
C -2.43 -1.92 -1.14
C -3.14 -2.42 -0.02
C -3.82 -3.60 -0.15
C -1.44 -0.69 -1.05
O -1.82 0.43 -0.65
O -0.19 -1.03 -1.22
H -3.93 -3.82 -3.56
H -2.20 -2.11 -3.35
H -3.11 -1.81 0.87
H -4.09 -4.16 0.75
C 2.26 1.21 4.34
C 0.81 0.67 4.16
N 0.81 -0.56 3.42
C 1.11 -1.68 4.30
C -0.10 -2.30 4.99
C 0.41 -0.67 2.09
C -0.12 -2.01 1.71
N 0.59 0.35 1.27
H 2.34 2.32 4.13
H 3.06 0.70 3.75
H 2.54 0.96 5.35
H 0.25 1.42 3.59
H 0.30 0.53 5.11
H 1.83 -1.25 5.03
H 1.77 -2.41 3.76
H -0.69 -1.56 5.54
H 0.33 -3.06 5.69
H -0.86 -2.76 4.33
H -0.19 -1.99 0.61
H -1.13 -2.21 2.14
H 0.56 -2.78 2.04
H 1.06 1.18 1.67
*
```


# 2
A molecular structure, C20H22ClNO4 at a distorted geometry, computed with ωB97M-V/def2-TZVPD.

Calculated values
- Orbital gap: 8.092 eV
- Strongest force on any atom: 17.69 eV/A
- Energy relative to the best compared isomer or geometry (same formula, charge and spin): 16.337 eV
- E: -43284.90545 eV
- HOMO level: -7.68 eV
- LUMO energy: 0.41 eV

Structure (ORCA input):
```
! wB97M-V def2-TZVPD RIJCOSX def2/J DEFGRID3
* xyz 0 1
C -4.11 -2.20 -1.04
H -4.17 -2.89 -0.29
O -2.63 -1.93 -1.41
C -1.86 -1.83 -0.40
C -0.54 -2.08 -0.88
C 0.40 -1.80 0.23
C 0.05 -1.59 1.68
C -1.20 -1.33 1.76
C -2.27 -1.45 0.87
O -3.48 -1.34 1.39
C -3.90 0.22 1.85
C -4.21 1.02 0.55
C -5.36 0.80 0.00
C -5.63 1.83 -0.98
C -4.64 2.44 -1.75
C -3.42 2.38 -0.98
C -3.06 1.49 0.08
Cl -1.51 1.59 0.73
H -2.44 3.07 -1.63
H -4.86 3.09 -2.39
H -6.70 1.77 -1.51
H -6.29 0.52 0.74
H -4.75 0.02 2.49
H -3.10 0.48 2.63
H -1.44 -0.98 2.67
H 1.00 -1.36 2.25
C 1.87 -2.02 -0.32
O 2.21 -2.38 -1.29
N 2.69 -1.14 0.50
H 2.49 -0.43 1.09
C 4.15 -0.87 -0.09
H 4.26 -1.73 -0.97
C 4.46 0.48 -0.51
H 3.70 0.56 -1.35
C 5.86 0.54 -1.00
H 6.01 0.87 -2.05
H 6.52 -0.23 -0.83
C 6.34 1.91 -0.04
H 7.38 1.95 -0.06
C 5.35 2.01 1.04
H 5.38 2.79 1.54
O 4.08 1.45 0.76
H 5.80 1.18 1.74
H 6.05 2.62 -0.89
H 4.70 -1.16 0.73
H -0.18 -2.20 -1.77
H -4.48 -2.76 -2.00
H -4.53 -1.40 -0.90
*
```


# 3
C20H22F3N3S in the gas phase, computed with ωB97M-V/def2-TZVPD.

Calculated values
- Orbital gap: 8.627 eV
- SMILES: CCc1ccc(NC(=S)N2CCN(c3cccc(C(F)(F)F)c3)CC2)cc1
- Strongest force on any atom: 0.58 eV/A
- Energy relative to the best compared isomer or geometry (same formula, charge and spin): 0.008 eV
- E: -44556.28826 eV
- HOMO level: -8.08 eV
- LUMO energy: 0.55 eV

Structure (ORCA input):
```
! wB97M-V def2-TZVPD RIJCOSX def2/J DEFGRID3
* xyz 0 1
C -5.67 3.75 0.10
C -6.31 2.50 -0.49
C -5.47 1.29 -0.19
C -5.67 0.56 0.97
C -4.86 -0.52 1.28
C -3.84 -0.90 0.42
N -3.04 -2.00 0.75
C -1.82 -2.35 0.24
S -1.50 -3.95 -0.01
N -0.92 -1.37 -0.02
C 0.34 -1.69 -0.66
C 0.71 -0.53 -1.59
N 0.80 0.72 -0.88
C 1.99 1.15 -0.33
C 2.11 2.45 0.18
C 3.30 2.93 0.68
C 4.44 2.15 0.67
C 4.35 0.87 0.15
C 5.54 -0.04 0.12
F 6.68 0.55 0.48
F 5.38 -1.10 0.94
F 5.76 -0.56 -1.11
C 3.15 0.37 -0.34
C -0.46 1.03 -0.23
C -0.86 -0.12 0.71
C -3.65 -0.19 -0.77
C -4.46 0.89 -1.06
H -4.68 3.91 -0.33
H -6.28 4.63 -0.11
H -5.56 3.65 1.18
H -7.31 2.37 -0.07
H -6.41 2.62 -1.57
H -6.46 0.84 1.65
H -5.03 -1.09 2.18
H -3.54 -2.80 1.13
H 1.12 -1.84 0.09
H 0.22 -2.62 -1.22
H -0.09 -0.42 -2.34
H 1.63 -0.74 -2.12
H 1.25 3.11 0.18
H 3.35 3.94 1.06
H 5.38 2.52 1.05
H 3.14 -0.64 -0.72
H -1.22 1.16 -1.00
H -0.39 1.94 0.35
H -0.10 -0.20 1.50
H -1.82 0.10 1.17
H -2.90 -0.51 -1.47
H -4.31 1.43 -1.99
*
```


# 4
2 unconnected molecules or ions with the total composition C20H22F4N at a distorted geometry, computed with ωB97M-V/def2-TZVPD.

Calculated values
- Orbital gap: 4.852 eV
- Strongest force on any atom: 2.01 eV/A
- E: -33448.21464 eV
- HOMO level: -11.52 eV
- LUMO energy: -6.66 eV

Structure (ORCA input):
```
! wB97M-V def2-TZVPD RIJCOSX def2/J DEFGRID3
* xyz 1 1
F -1.75 -2.61 2.45
C -0.72 -1.74 2.73
C 0.21 -2.12 3.69
C 1.17 -1.16 4.03
F 2.09 -1.48 5.01
C 1.22 0.09 3.47
C 0.21 0.49 2.54
C 0.10 1.87 2.23
C -0.64 2.43 1.13
C -0.05 3.47 0.36
C -0.77 4.06 -0.66
F -0.18 5.08 -1.38
C -2.07 3.68 -1.00
C -2.64 2.67 -0.23
F -3.92 2.26 -0.54
C -1.98 2.05 0.83
C -0.69 -0.51 2.07
H 0.17 -3.09 4.18
H 1.99 0.81 3.75
H 0.85 2.52 2.69
H 0.98 3.77 0.58
H -2.60 4.15 -1.82
H -2.49 1.30 1.43
H -1.37 -0.31 1.25
C -1.77 1.66 8.06
C -1.91 1.55 6.55
C -1.43 0.20 6.06
C -1.18 2.73 5.87
C -1.67 4.12 6.32
C -1.56 5.02 5.09
C -1.37 4.07 3.89
N -1.23 2.77 4.45
H -0.71 1.66 8.35
H -2.23 2.57 8.45
H -2.26 0.81 8.55
H -2.97 1.66 6.28
H -0.33 0.12 6.13
H -1.86 -0.60 6.67
H -1.73 0.01 5.03
H -0.11 2.62 6.17
H -2.72 4.04 6.63
H -1.08 4.47 7.17
H -2.45 5.64 4.95
H -0.68 5.67 5.18
H -2.23 4.13 3.20
H -0.49 4.36 3.28
H -1.08 1.95 3.90
*
```